No. 1
Formula: C23H27N2O2
Source: OMol25
Level of theory: ωB97M-V with the def2-TZVPD basis set

Atoms and positions in Å:
C  -1.39457  2.61737  2.38523
C  -1.31365  1.42242  1.46326
N  -0.17077  0.56334  1.73208
C  0.18837  0.44682  2.97116
C  1.24038  -0.51581  3.51847
C  1.17987  -0.30136  5.03175
C  0.18816  0.83826  5.29726
N  -0.31994  1.16402  3.98908
C  -1.29786  2.20408  3.83814
H  -0.57337  3.29967  2.14472
H  -2.33506  3.14618  2.22478
H  -2.23939  0.83008  1.57014
H  -1.23652  1.72611  0.41577
H  0.99677  -1.54347  3.22600
H  2.22942  -0.28776  3.10100
H  0.82404  -1.20832  5.52859
H  2.16267  -0.04349  5.43464
H  -0.62274  0.53568  5.97471
H  0.68515  1.70940  5.74688
H  -1.00904  3.05600  4.46758
H  -2.27784  1.84922  4.19830
C  4.95627  2.42681  -3.74924
O  4.74807  2.17848  -2.34239
C  3.69494  1.39670  -1.99168
C  3.31817  1.38189  -0.62366
C  2.15965  0.75688  -0.24038
C  1.34632  0.04350  -1.17401
C  0.15472  -0.57837  -0.74434
C  -0.88161  -1.06160  -1.58781
C  -1.74728  -2.07042  -1.07532
C  -2.70242  -2.63565  -1.89150
C  -2.86722  -2.16097  -3.21692
O  -3.87356  -2.76918  -3.90053
C  -4.48864  -3.75554  -2.98401
C  -3.71382  -3.71541  -1.66294
C  -2.06839  -1.12556  -3.73536
C  -1.13066  -0.54913  -2.91239
C  1.81735  -0.03603  -2.52056
C  2.94871  0.63738  -2.92867
H  5.77980  3.13698  -3.76873
H  5.23552  1.50716  -4.28002
H  4.06259  2.86542  -4.21449
H  3.94835  1.91479  0.08578
H  1.80838  0.81717  0.78900
H  0.06661  -0.79897  0.32192
H  -1.63143  -2.41009  -0.04657
H  -5.53957  -3.46906  -2.85372
H  -4.43264  -4.73481  -3.47358
H  -3.23723  -4.68199  -1.46306
H  -4.37565  -3.48312  -0.82259
H  -2.23486  -0.80941  -4.76052
H  -0.56786  0.31383  -3.26806
H  1.28338  -0.64386  -3.24971
H  3.25995  0.60377  -3.97347

Atoms 1-2, force components in eV/Å:
C 0.1 0.6 -0.2
C -0.1 -0.4 0.0

As for the charge: +1. As for the LUMO energy: -4.46 eV. The calculation puts the gap between HOMO and LUMO at 6.37 eV. Its total energy is -1152.36358 hartree. The value obtained for the maximum force is 1.63 eV/Å. The value obtained for the relative energy (zero: lowest compared OMol25 entry of this formula, charge and spin) is 124.5 kJ/mol. The value obtained for the HOMO energy is -0.398 Ha.

***

No. 2
Formula: C23H27N3NiO3SSi
Source: OMol25
Level of theory: ωB97M-V with the def2-TZVPD basis set

Atoms and positions in Å:
Ni  -0.23106  -0.43149  -0.46907
C  -2.49094  -1.42819  2.48547
C  -1.81018  -1.89664  1.23077
C  -2.43545  -1.79766  -0.02047
C  -1.82458  -2.29075  -1.16513
C  -0.56537  -2.88805  -1.08455
C  0.07766  -2.96781  0.14258
C  -0.54270  -2.47383  1.29145
H  -2.86726  -2.28732  3.04422
H  -3.33868  -0.78204  2.26214
H  -1.79394  -0.89387  3.13265
H  -3.39961  -1.31003  -0.09546
H  -2.29989  -2.16581  -2.12824
H  -0.07438  -3.24183  -1.97926
H  1.07544  -3.37872  0.21617
H  -0.03010  -2.55208  2.24334
C  -2.30468  2.21889  1.42978
C  -1.90428  2.38362  -0.00826
C  -2.20900  3.53387  -0.70505
C  -1.79805  3.64060  -2.03750
C  -1.12146  2.61489  -2.64528
C  -0.84471  1.44908  -1.89785
N  -1.23750  1.37664  -0.59068
N  -0.22311  0.33021  -2.30145
Si  1.05599  0.24020  -3.47894
C  2.34373  1.54511  -3.12791
C  1.82984  -1.45037  -3.32589
C  0.39922  0.44244  -5.22363
H  -3.27335  2.68211  1.61336
H  -1.57986  2.70259  2.08738
H  -2.35586  1.16597  1.69682
H  -2.75695  4.32909  -0.22026
H  -2.02498  4.53932  -2.59785
H  -0.81202  2.67351  -3.67860
H  2.80551  1.34889  -2.15771
H  1.91340  2.54875  -3.09977
H  3.12685  1.53767  -3.88984
H  2.13869  -1.64394  -2.29574
H  2.72311  -1.50366  -3.95316
H  1.15502  -2.24313  -3.65654
H  0.04614  1.45550  -5.42581
H  -0.42772  -0.24480  -5.41460
H  1.19088  0.22370  -5.94503
O  4.38704  -2.05122  3.23692
S  3.02222  -2.14948  2.81903
O  2.31751  -3.38790  3.02716
N  2.83394  -1.69533  1.25397
C  2.04698  -0.66164  1.15593
O  1.63252  -0.16590  0.05391
C  1.58012  -0.08828  2.46130
C  0.75736  1.00315  2.66496
C  0.42772  1.33162  3.97548
C  0.91647  0.58096  5.04226
C  1.74481  -0.51710  4.82919
C  2.05949  -0.82624  3.52228
H  0.40225  1.57687  1.81890
H  -0.20856  2.18503  4.17400
H  0.65059  0.85868  6.05388
H  2.12571  -1.10381  5.65423

Atoms 1-2, force components in eV/Å:
Ni -0.1 0.1 -0.1
C 0.0 0.0 0.0

The expectation value of S² is 2.0053. As for the LUMO energy (alpha / beta): 0.16 / -0.19 eV. The spin multiplicity is 3. The calculation puts the gap between HOMO and LUMO (alpha / beta) at 8.22 / 7.82 eV. Its total energy is -3478.70749 hartree. The value obtained for the maximum force is 0.15 eV/Å. The value obtained for the relative energy (zero: lowest compared OMol25 entry of this formula, charge and spin) is 2.8 kJ/mol. The value obtained for the HOMO energy (alpha / beta) is -0.296 / -0.294 Ha.

***

No. 3
Formula: C23H27N3O5S
Source: OMol25
Level of theory: ωB97M-V with the def2-TZVPD basis set

Atoms and positions in Å:
C  4.69534  2.83895  3.60852
H  5.69069  3.27997  3.61893
O  4.13710  3.19239  2.36557
C  2.88200  2.76239  2.06858
C  2.08535  1.98854  2.90662
C  0.82378  1.59903  2.48994
C  0.34296  1.95670  1.23798
C  1.13107  2.74490  0.40431
C  2.38186  3.14587  0.82177
H  3.00449  3.75665  0.18795
H  0.76322  3.04576  -0.56355
N  -0.93218  1.45534  0.86669
S  -0.83959  -0.07731  0.18160
O  -0.02520  -0.06197  -0.99293
O  -2.20314  -0.52697  0.07064
C  -0.03285  -1.06424  1.39527
C  -0.61276  -1.73176  2.44337
O  0.32798  -2.44607  3.06776
N  1.52379  -2.27138  2.44256
C  1.33906  -1.45586  1.44185
C  2.42157  -1.03058  0.53066
H  2.04026  -0.99773  -0.48752
H  2.74927  -0.02561  0.79553
H  3.26201  -1.71361  0.61157
C  -2.00600  -1.75297  2.93581
H  -2.65878  -1.39113  2.14616
H  -2.28192  -2.76343  3.22897
H  -2.10693  -1.10763  3.80812
C  -1.85208  2.31043  0.12308
C  -1.63934  2.30861  -1.40199
O  -0.93957  3.13785  -1.95209
N  -2.33762  1.37415  -2.06735
H  -2.72913  0.59901  -1.54982
C  -2.13250  1.18259  -3.49290
H  -2.76815  1.89476  -4.03367
C  -2.46589  -0.24493  -3.92767
C  -1.53479  -1.25223  -3.30685
C  -1.97301  -2.10169  -2.30457
C  -1.10300  -2.97510  -1.66421
C  0.22277  -3.01130  -2.06628
C  0.66516  -2.19258  -3.09117
C  -0.20553  -1.31548  -3.70633
H  0.14970  -0.66375  -4.49133
H  1.70024  -2.22940  -3.39950
H  0.91536  -3.67810  -1.57086
C  -1.60609  -3.85029  -0.55501
H  -2.16615  -4.69287  -0.96214
H  -0.78234  -4.24250  0.03779
H  -2.27138  -3.28120  0.09137
H  -3.00684  -2.07160  -1.98939
H  -3.49850  -0.47099  -3.65240
H  -2.38577  -0.28924  -5.01665
H  -1.08887  1.42252  -3.71834
H  -1.72894  3.33137  0.49017
H  -2.85902  1.95192  0.35276
H  0.19901  1.01814  3.15091
H  2.42823  1.68593  3.88305
H  4.77965  1.75295  3.71762
H  4.11195  3.24479  4.44109

Atoms 1-2, force components in eV/Å:
C 0.1 -0.1 0.2
H -0.1 -0.1 0.1

Its structure (SMILES) is COc1ccc(N(CC(=O)NCCc2cccc(C)c2)S(=O)(=O)c2c(C)noc2C)cc1. As for the LUMO energy: 0.57 eV. The calculation puts the gap between HOMO and LUMO at 9.15 eV. Its total energy is -1831.26183 hartree. The value obtained for the maximum force is 1.42 eV/Å. The value obtained for the relative energy (zero: lowest compared OMol25 entry of this formula, charge and spin) is 395.1 kJ/mol. The value obtained for the HOMO energy is -0.315 Ha.

***

No. 4
Formula: C23H27N5O2S
Source: OMol25
Level of theory: ωB97M-V with the def2-TZVPD basis set

Atoms and positions in Å:
C  -1.76661  -3.21978  -0.93243
H  -2.26000  -3.78810  -1.71536
C  -0.79824  -2.22135  -1.55776
N  -0.08164  -1.48375  -0.55350
C  -0.39735  -0.29947  0.05796
N  0.52557  0.01891  0.91990
N  1.46797  -0.93765  0.90511
C  1.09876  -1.83262  0.02524
S  1.99158  -3.26073  -0.38712
C  3.57615  -2.65267  0.25425
H  3.44113  -2.51220  1.32279
C  3.89976  -1.35857  -0.49908
O  3.45229  -1.18179  -1.61299
N  4.70363  -0.46934  0.13194
C  4.83126  0.84585  -0.38742
C  5.11213  1.05019  -1.73323
C  5.23625  2.33290  -2.23190
C  5.09226  3.42017  -1.38712
C  4.82844  3.21394  -0.04649
C  4.69187  1.93384  0.47619
C  4.42677  1.77021  1.95006
C  4.19838  0.31454  2.35061
C  5.13099  -0.55859  1.51494
H  5.14773  -1.59296  1.85145
H  6.15530  -0.17171  1.56625
H  3.16794  0.02370  2.13530
H  4.38847  0.17701  3.41547
H  5.28880  2.17263  2.49379
H  3.55971  2.37320  2.22625
H  4.71839  4.05984  0.61753
H  5.18801  4.42507  -1.77064
H  5.45086  2.48140  -3.27941
H  5.22527  0.20055  -2.38567
H  4.32032  -3.42208  0.04860
C  -1.63747  0.47236  -0.20729
N  -2.76974  -0.25664  0.33384
C  -4.07623  0.18203  0.14868
C  -5.07637  -0.31908  0.97980
C  -6.40582  0.01099  0.79415
C  -6.77263  0.86507  -0.23844
C  -5.77822  1.37494  -1.06991
C  -4.45319  1.04292  -0.88238
H  -3.71422  1.46591  -1.54388
H  -6.06848  2.04254  -1.86563
O  -8.05241  1.26405  -0.51637
C  -9.09011  0.78132  0.29769
H  -10.00500  1.21935  -0.09872
H  -8.96406  1.09280  1.34036
H  -9.16452  -0.31070  0.25257
H  -7.14114  -0.40299  1.46600
H  -4.80609  -0.98292  1.78942
H  -2.59690  -0.58560  1.27555
H  -1.51861  1.47039  0.23849
H  -1.77271  0.58215  -1.28757
H  -1.34285  -1.51052  -2.18358
H  -0.05669  -2.74432  -2.16927
H  -1.22819  -3.90986  -0.28665
H  -2.52054  -2.69478  -0.35037

Atoms 1-2, force components in eV/Å:
C 0.1 0.1 -0.1
H -0.1 -0.1 -0.1

Its structure (SMILES) is CCn1c(CNc2ccc(OC)cc2)nnc1SCC(=O)N1CCCc2ccccc21. As for the LUMO energy: 0.67 eV. The calculation puts the gap between HOMO and LUMO at 8.29 eV. Its total energy is -1715.09582 hartree. The value obtained for the maximum force is 1.18 eV/Å. The value obtained for the relative energy (zero: lowest compared OMol25 entry of this formula, charge and spin) is 229.5 kJ/mol. The value obtained for the HOMO energy is -0.280 Ha.

***

- The highest maximum force belongs to which entry?
  C23H27N2O2

***

- Which of these has the highest maximum force?
  C23H27N2O2

***

Copy entry 1 word for word.
Formula: C23H27N2O2
Source: OMol25
Level of theory: ωB97M-V with the def2-TZVPD basis set

Atoms and positions in Å:
C  -1.39457  2.61737  2.38523
C  -1.31365  1.42242  1.46326
N  -0.17077  0.56334  1.73208
C  0.18837  0.44682  2.97116
C  1.24038  -0.51581  3.51847
C  1.17987  -0.30136  5.03175
C  0.18816  0.83826  5.29726
N  -0.31994  1.16402  3.98908
C  -1.29786  2.20408  3.83814
H  -0.57337  3.29967  2.14472
H  -2.33506  3.14618  2.22478
H  -2.23939  0.83008  1.57014
H  -1.23652  1.72611  0.41577
H  0.99677  -1.54347  3.22600
H  2.22942  -0.28776  3.10100
H  0.82404  -1.20832  5.52859
H  2.16267  -0.04349  5.43464
H  -0.62274  0.53568  5.97471
H  0.68515  1.70940  5.74688
H  -1.00904  3.05600  4.46758
H  -2.27784  1.84922  4.19830
C  4.95627  2.42681  -3.74924
O  4.74807  2.17848  -2.34239
C  3.69494  1.39670  -1.99168
C  3.31817  1.38189  -0.62366
C  2.15965  0.75688  -0.24038
C  1.34632  0.04350  -1.17401
C  0.15472  -0.57837  -0.74434
C  -0.88161  -1.06160  -1.58781
C  -1.74728  -2.07042  -1.07532
C  -2.70242  -2.63565  -1.89150
C  -2.86722  -2.16097  -3.21692
O  -3.87356  -2.76918  -3.90053
C  -4.48864  -3.75554  -2.98401
C  -3.71382  -3.71541  -1.66294
C  -2.06839  -1.12556  -3.73536
C  -1.13066  -0.54913  -2.91239
C  1.81735  -0.03603  -2.52056
C  2.94871  0.63738  -2.92867
H  5.77980  3.13698  -3.76873
H  5.23552  1.50716  -4.28002
H  4.06259  2.86542  -4.21449
H  3.94835  1.91479  0.08578
H  1.80838  0.81717  0.78900
H  0.06661  -0.79897  0.32192
H  -1.63143  -2.41009  -0.04657
H  -5.53957  -3.46906  -2.85372
H  -4.43264  -4.73481  -3.47358
H  -3.23723  -4.68199  -1.46306
H  -4.37565  -3.48312  -0.82259
H  -2.23486  -0.80941  -4.76052
H  -0.56786  0.31383  -3.26806
H  1.28338  -0.64386  -3.24971
H  3.25995  0.60377  -3.97347

Atoms 1-2, force components in eV/Å:
C 0.1 0.6 -0.2
C -0.1 -0.4 0.0

As for the charge: +1. As for the LUMO energy: -4.46 eV. The calculation puts the gap between HOMO and LUMO at 6.37 eV. Its total energy is -1152.36358 hartree. The value obtained for the maximum force is 1.63 eV/Å. The value obtained for the relative energy (zero: lowest compared OMol25 entry of this formula, charge and spin) is 124.5 kJ/mol. The value obtained for the HOMO energy is -0.398 Ha.